Entry 1:
This record from the OMol25 dataset describes a structure of composition C32H39Br12F21O14. The level of theory is wB97M-V/def2-TZVPD.

Its HOMO energy is -10.2 eV. The frontier orbital gap is 9.74 eV. The charge is 0. The calculation puts the energy above the lowest of the compared OMol25 structures with the same formula, charge and spin at 0.0 kcal/mol.

Geometry as XYZ:
```
118
Properties=species:S:1:pos:R:3:mulliken_charge:R:1
C 17.81094 0.67724 -11.31172 -0.37
Br 19.75454 0.76850 -11.18772 -0.06
Br 17.08471 2.41694 -11.90042 -0.06
Br 16.90577 0.03308 -9.68045 0.06
H 17.69484 -0.05820 -12.09749 0.41
C 19.78290 -2.52935 -5.99005 0.27
Br 19.31686 -1.43112 -7.59868 0.04
Br 21.17968 -3.88763 -6.21871 -0.04
Br 18.18913 -3.41117 -5.24183 0.01
H 20.05480 -1.76049 -5.27784 -0.32
C 18.34184 4.89011 -9.04431 -0.42
Br 16.76611 3.97372 -8.35352 0.05
Br 19.59035 5.31612 -7.60821 -0.01
Br 17.76067 6.55526 -9.95488 -0.06
H 18.85114 4.30116 -9.79763 0.39
C 12.41124 0.11958 -8.30768 -0.46
Br 10.98323 0.97743 -7.31588 -0.05
Br 13.84037 -0.31031 -7.06126 0.10
Br 12.95241 1.34879 -9.75876 -0.06
H 12.09750 -0.78692 -8.80935 0.46
C 12.08210 -8.01327 -0.90989 -0.87
C 12.80912 -8.45084 -2.13063 -0.26
O 13.02934 -7.42418 -3.13400 -0.30
C 13.88598 -6.44233 -2.89834 0.36
O 14.47156 -6.32557 -1.85429 -0.52
C 14.24420 -5.57647 -4.11733 0.88
F 15.57698 -5.62982 -4.28892 -0.23
F 13.61472 -6.00835 -5.20801 -0.27
F 13.89731 -4.31660 -3.90896 -0.21
H 12.44462 -7.06526 -0.51492 0.14
H 12.09223 -8.74685 -0.10414 0.36
H 11.02618 -7.91773 -1.17501 0.29
H 12.21719 -9.24307 -2.58473 0.32
H 13.80426 -8.84807 -1.92604 0.32
C 17.00590 1.03889 -6.05812 -0.20
C 17.49637 0.82532 -4.63874 1.44
O 16.69807 -0.22794 -4.02182 0.11
C 16.98657 -0.50454 -2.77455 0.24
O 17.82530 -0.02791 -2.05948 -0.46
C 16.21013 -1.73152 -2.24392 0.71
F 15.14830 -2.04753 -3.00521 -0.12
F 16.99998 -2.79244 -2.08621 -0.23
F 15.69696 -1.43500 -1.03841 -0.27
H 17.21407 0.25351 -6.78076 -0.15
H 17.50868 1.94339 -6.39958 -0.06
H 15.92427 1.15959 -6.05262 -0.12
H 17.21249 1.66850 -4.01015 -1.00
H 18.56364 0.70628 -4.44970 0.20
C 23.69063 5.90576 -7.91258 -1.13
C 23.69876 4.84531 -6.82273 -0.22
O 22.65288 3.94947 -7.20763 -0.11
C 22.19823 3.05776 -6.32079 0.23
O 22.49644 3.07188 -5.16077 -0.56
C 21.30440 1.99600 -6.95454 0.98
F 21.21816 2.13797 -8.28560 -0.24
F 21.72110 0.74998 -6.77580 -0.25
F 20.08876 2.08338 -6.35937 -0.21
H 22.76924 6.46162 -8.07844 0.25
H 23.89593 5.47695 -8.89675 0.31
H 24.51894 6.60494 -7.78291 0.40
H 23.51602 5.24761 -5.82543 0.30
H 24.66361 4.34272 -6.74142 0.30
C 21.50458 0.73339 -2.48432 -0.89
C 21.01262 0.60275 -1.07569 -0.36
O 20.60634 1.82354 -0.49387 -0.25
C 21.49777 2.56397 0.16700 0.31
O 22.66804 2.32060 0.22072 -0.53
C 20.84395 3.74053 0.90058 0.93
F 21.58114 4.84615 0.78910 -0.26
F 19.61593 4.03072 0.46423 -0.25
F 20.75728 3.39682 2.18839 -0.25
H 20.88981 1.46079 -3.02625 0.00
H 21.29144 -0.16559 -3.06503 0.37
H 22.51794 1.10720 -2.62007 0.42
H 21.73665 0.07382 -0.44776 0.46
H 20.19187 -0.11300 -1.01786 0.27
C 12.02195 3.13315 -0.13993 -0.76
C 11.42275 3.45834 -1.50700 -0.40
O 12.41666 3.21478 -2.49210 -0.24
C 13.31585 4.11769 -2.82602 0.29
O 13.45923 5.18635 -2.29432 -0.62
C 14.32795 3.65382 -3.90023 0.96
F 14.90798 4.68066 -4.49447 -0.25
F 15.30748 2.90953 -3.34675 -0.25
F 13.66341 2.86170 -4.73547 -0.16
H 12.98994 3.58332 0.08038 0.10
H 12.14426 2.05706 -0.01939 0.19
H 11.37157 3.50838 0.65251 0.40
H 11.03443 4.47468 -1.59141 0.41
H 10.60876 2.79547 -1.79600 0.32
C 13.20805 -3.57420 -0.01419 -1.04
C 11.84652 -3.67715 -0.73944 -0.21
O 11.87022 -2.71297 -1.77310 -0.30
C 11.67588 -1.39871 -1.50445 0.00
O 11.29073 -0.97021 -0.45644 -0.58
C 12.07174 -0.44681 -2.64274 1.19
F 12.41364 -1.15409 -3.71980 -0.22
F 10.99380 0.25607 -3.01117 -0.26
F 13.05377 0.34210 -2.23441 -0.19
H 13.37518 -2.57569 0.38686 0.49
H 14.00589 -3.73270 -0.73850 0.02
H 13.19331 -4.35267 0.74900 0.44
H 11.04784 -3.47085 -0.02533 0.37
H 11.76430 -4.67225 -1.17173 0.24
C 16.65689 6.49510 0.47974 -1.26
C 16.13570 5.48743 -0.53342 -0.17
O 17.17945 4.70734 -1.12457 -0.06
C 17.86092 5.22444 -2.14824 -0.08
O 17.90340 6.39255 -2.40516 -0.55
C 18.60502 4.19446 -3.00959 1.10
F 18.51631 2.95371 -2.48348 -0.14
F 18.13413 4.10677 -4.24873 -0.13
F 19.91189 4.47685 -3.09449 -0.24
H 17.17340 6.04916 1.33103 0.28
H 15.90483 7.14600 0.92375 0.40
H 17.38798 7.10039 -0.05573 0.31
H 15.53091 5.95584 -1.31252 0.41
H 15.42595 4.74429 -0.16684 0.17
```

Entry 2:
This record from the OMol25 dataset describes a structure of composition C46H46HgN7O4P3. The level of theory is wB97M-V/def2-TZVPD.

The spin multiplicity is 2. Its HOMO energy (spin up / spin down) is -7.6 / -10.1 eV. The frontier orbital gap (spin up / spin down) is 6.10 / 8.47 eV. The charge is +1. The expectation value of S² is 0.7628. The calculation puts the energy above the lowest of the compared OMol25 structures with the same formula, charge and spin at 0.0 kcal/mol.

Geometry as XYZ:
```
107
Properties=species:S:1:pos:R:3:lowdin_spin:R:1
Hg -0.00986 -0.73034 -0.27615 0.00
C 1.19325 4.93883 0.66175 0.00
N 1.13977 3.51925 0.97646 0.00
C 2.16937 2.81834 1.53756 0.00
C 1.78963 1.50958 1.53275 0.00
N 0.54845 1.39703 0.97933 0.00
C 0.16708 2.61892 0.65140 0.00
P -1.47177 3.18529 0.12333 0.00
C -2.45167 2.68453 1.57286 0.00
N -2.24330 1.64159 2.34909 0.00
C -3.25441 1.64510 3.26362 0.00
C -4.08770 2.70529 3.03560 0.00
N -3.57373 3.36522 1.95524 0.00
C -4.11870 4.57865 1.37011 0.00
C -2.03624 1.91993 -1.05489 0.00
N -1.98338 0.60383 -0.94283 0.00
C -2.68398 0.09607 -2.00047 0.00
C -3.16971 1.11486 -2.76116 0.00
N -2.75747 2.26832 -2.15669 0.00
C -3.03080 3.59699 -2.68113 0.00
H 1.67905 5.46719 1.47865 0.00
H 1.75150 5.09484 -0.26084 0.00
H 0.18694 5.32747 0.53787 0.00
H 3.07068 3.30307 1.87058 0.00
H 2.33711 0.64930 1.88126 0.00
H -3.33172 0.88479 4.02443 0.00
H -4.98108 3.04220 3.53262 0.00
H -5.08838 4.77316 1.82011 0.00
H -3.46476 5.42907 1.55752 0.00
H -4.25284 4.46129 0.29618 0.00
H -2.79630 -0.96309 -2.15984 0.00
H -3.75951 1.12089 -3.66131 0.00
H -4.10432 3.73510 -2.79783 0.00
H -2.64420 4.34559 -1.99600 0.00
H -2.54510 3.71927 -3.64815 0.00
O 1.69390 2.84690 -2.64621 0.04
C 1.46311 1.57767 -2.18589 0.14
O 0.38504 1.02191 -2.44057 0.12
C 2.53881 0.99454 -1.46328 0.17
C 3.82152 1.59396 -1.38912 0.04
C 4.85971 0.92504 -0.81922 0.10
C 4.63151 -0.39355 -0.33272 0.11
C 3.35149 -0.89319 -0.38707 0.03
N 2.29153 -0.23241 -0.87326 0.22
C 3.07143 -2.27585 0.12711 0.00
O 4.03280 -3.18719 -0.05660 0.00
O 2.04661 -2.59740 0.67833 0.00
H 0.94292 3.04876 -3.21982 0.00
H 3.95627 2.58044 -1.81060 0.00
H 5.84178 1.37221 -0.75480 0.00
H 5.42715 -0.97223 0.11703 0.01
H 4.72741 -2.81580 -0.61921 0.00
C -1.26436 -4.20483 0.20156 0.00
C -0.67178 -3.76387 1.55133 0.00
P -0.76597 -1.95408 1.82706 0.00
C -2.48762 -1.74416 2.36307 0.00
C -2.86837 -2.04554 3.67045 0.00
C -4.19988 -1.95490 4.04511 0.00
C -5.15960 -1.56855 3.11724 0.00
C -4.78494 -1.26505 1.81716 0.00
C -3.45111 -1.34701 1.44264 0.00
C 0.22645 -1.60013 3.29739 0.00
C 0.09138 -0.32695 3.85531 0.00
C 0.84374 0.02413 4.96400 0.00
C 1.73915 -0.88296 5.51696 0.00
C 1.88121 -2.14416 4.95857 0.00
C 1.12736 -2.50540 3.84985 0.00
C -0.22779 -4.27982 -0.93635 0.00
P -0.01616 -2.75668 -1.92828 0.00
C -1.30941 -2.83005 -3.20345 0.00
C -1.25999 -1.89621 -4.24060 0.00
C -2.25964 -1.86294 -5.19675 0.00
C -3.33388 -2.74185 -5.11547 0.00
C -3.39902 -3.65815 -4.07834 0.00
C -2.38752 -3.70663 -3.12605 0.00
C 1.54852 -2.99082 -2.81958 0.00
C 2.14931 -1.87207 -3.39780 0.00
C 3.36080 -1.99412 -4.06042 0.00
C 3.98539 -3.23141 -4.14349 0.00
C 3.39256 -4.34819 -3.57177 0.00
C 2.17739 -4.23066 -2.91319 0.00
H -2.11208 -3.56624 -0.07164 0.00
H -1.68503 -5.20306 0.33230 0.00
H 0.37229 -4.06679 1.60741 0.00
H -1.20903 -4.23548 2.37704 0.00
H -2.12278 -2.34266 4.39895 0.00
H -4.48953 -2.18863 5.06139 0.00
H -6.19878 -1.50041 3.41195 0.00
H -5.52842 -0.95275 1.09502 0.00
H -3.15365 -1.06899 0.44062 0.00
H -0.59657 0.38433 3.40895 0.00
H 0.73424 1.01114 5.39500 0.00
H 2.32637 -0.60636 6.38296 0.00
H 2.57855 -2.85264 5.38588 0.00
H 1.25700 -3.49034 3.42288 0.00
H -0.46243 -5.10503 -1.61252 0.00
H 0.75808 -4.48271 -0.51429 0.00
H -0.45098 -1.17728 -4.28546 0.00
H -2.20564 -1.14516 -6.00511 0.00
H -4.11660 -2.71244 -5.86204 0.00
H -4.23225 -4.34520 -4.01100 0.00
H -2.45146 -4.43471 -2.32752 0.00
H 1.67820 -0.90181 -3.30368 0.00
H 3.82193 -1.11998 -4.50167 0.00
H 4.93380 -3.32572 -4.65643 0.00
H 3.87443 -5.31470 -3.63812 0.00
H 1.73191 -5.11363 -2.47527 0.00
```

Entry 3:
This record from the OMol25 dataset describes a structure of composition C50H40BCo2F6O7PS. The level of theory is wB97M-V/def2-TZVPD.

Its HOMO energy is -6.4 eV. The frontier orbital gap is 2.29 eV. The charge is 0. The calculation puts the energy above the lowest of the compared OMol25 structures with the same formula, charge and spin at 0.0 kcal/mol.

Geometry as XYZ:
```
108
Properties=species:S:1:pos:R:3:mulliken_charge:R:1
C -4.11114 6.84367 -3.63684 -1.25
C -3.12270 5.74020 -3.74075 0.61
C -2.76850 4.99422 -4.84893 -0.60
C -1.70168 4.05144 -4.60243 -0.80
C -1.30452 4.02480 -3.27906 0.28
B 0.02382 3.44632 -2.46334 1.11
C 1.25282 4.49861 -2.77102 0.45
C 1.60292 5.46325 -1.83861 -0.75
C 2.73099 6.25890 -2.04312 0.19
C 3.13772 7.20386 -0.94009 0.89
F 4.18094 8.01155 -1.27726 -0.30
F 2.10021 8.02145 -0.56717 -0.27
F 3.51112 6.50527 0.17942 -0.27
C 3.46263 6.17038 -3.21983 -1.14
C 3.03536 5.26237 -4.18268 0.34
C 3.74715 5.16855 -5.50554 0.84
F 3.97521 3.85925 -5.83745 -0.27
F 3.00374 5.70919 -6.52500 -0.27
F 4.95125 5.80765 -5.50781 -0.29
C 1.94699 4.41789 -3.96209 -0.89
O -0.22760 3.58071 -1.06436 -0.45
C -0.74226 2.49633 -0.33162 -0.46
C -1.32602 1.34314 -1.21385 2.72
C -1.43822 0.14462 -0.28852 -1.06
C -2.70524 1.64499 -1.75252 -1.98
C -0.35502 1.02994 -2.41119 -1.15
O 0.32117 2.14242 -2.96121 -0.64
S -2.22009 5.20820 -2.35954 -0.33
H -4.47411 7.09271 -4.63609 0.35
H -4.97568 6.55954 -3.02222 0.25
H -3.64713 7.73584 -3.19368 0.28
H -3.24080 5.15104 -5.82223 0.31
H -1.29689 3.42531 -5.39070 0.43
H 1.00557 5.61878 -0.94490 0.44
H 4.32950 6.80058 -3.38998 0.55
H 1.62353 3.71741 -4.72598 0.34
H 0.07454 2.09787 0.30594 -0.24
H -1.51303 2.92251 0.33861 0.25
H -2.02189 -0.67222 -0.73163 0.42
H -0.43983 -0.22314 -0.02936 -0.67
H -1.90969 0.42859 0.66050 0.43
H -3.10481 0.73376 -2.22371 0.51
H -3.37034 1.95468 -0.93281 0.30
H -2.65217 2.43258 -2.51416 0.26
H 0.44989 0.35571 -2.06418 0.18
H -0.88088 0.52377 -3.24746 0.21
O -0.17255 -2.01873 -2.90363 -0.33
C -0.24708 -2.32117 -1.78207 -0.15
Co -0.31557 -3.00280 -0.19220 1.02
C 1.05090 -1.95454 0.35125 0.21
O 1.87684 -1.12548 0.27960 -0.40
C -2.04948 -3.16377 -0.55068 -0.01
O -3.13434 -3.17237 -0.97313 -0.28
C 0.14008 -4.69494 0.39861 0.65
C 0.64972 -4.36958 -0.84236 -0.09
C 1.36279 -4.57206 -1.97296 -1.10
C 2.66771 -5.20860 -1.86571 0.43
C 2.97223 -6.30729 -2.70076 -0.62
C 4.06096 -7.12135 -2.41843 -0.46
C 4.89785 -6.83141 -1.32738 -0.46
C 4.70301 -5.64817 -0.60120 -0.75
C 3.59813 -4.82972 -0.86314 -0.11
Co 0.78732 -3.68833 1.92754 0.76
C 2.42483 -3.62960 2.45789 -0.08
O 3.50271 -3.61721 2.89510 -0.41
C 0.52594 -5.02622 3.01449 -0.07
O 0.40308 -5.92105 3.74224 -0.34
P -0.45466 -2.44815 3.06957 0.80
C -0.24516 -0.62585 3.07242 0.79
C -1.26801 0.21631 3.52446 -0.56
C -1.11678 1.60364 3.47093 -0.81
C 0.07293 2.14655 2.97514 -0.43
C 1.13996 1.30776 2.63160 -0.45
C 1.01450 -0.07075 2.80535 -0.21
C -2.22945 -2.78182 2.71448 0.40
C -3.05229 -1.84517 2.08842 -0.10
C -4.38709 -2.13162 1.81223 -0.62
C -4.89529 -3.39941 2.10066 -0.77
C -4.05453 -4.38391 2.62835 -0.75
C -2.72362 -4.07902 2.92285 -0.40
C -0.44022 -2.64050 4.90248 1.10
C -1.60036 -2.78889 5.66838 -0.26
C -1.52388 -2.85460 7.06303 -0.73
C -0.28140 -2.76014 7.69536 -0.57
C 0.88394 -2.61362 6.93526 -0.78
C 0.80279 -2.55153 5.54283 -0.47
H -0.49803 -5.57352 0.60768 0.76
H 0.87215 -4.53035 -2.94929 0.48
H 2.26581 -6.52847 -3.50464 0.37
H 4.25250 -7.98968 -3.04822 0.38
H 5.72272 -7.50349 -1.05822 0.38
H 5.42527 -5.38165 0.17856 0.41
H 3.41946 -3.91036 -0.28362 0.50
H -2.18839 -0.20485 3.92959 0.50
H -1.92977 2.24852 3.81558 0.44
H 0.18459 3.22977 2.88284 0.31
H 2.07873 1.71202 2.23967 0.44
H 1.90600 -0.70075 2.77366 0.38
H -2.65709 -0.86628 1.84716 -0.28
H -5.02179 -1.35421 1.37836 0.47
H -5.94118 -3.62265 1.88915 0.39
H -4.42887 -5.39163 2.81954 0.45
H -2.06356 -4.84951 3.32309 0.39
H -2.57181 -2.84432 5.18396 0.29
H -2.44223 -2.96632 7.64235 0.43
H -0.21978 -2.80073 8.78261 0.38
H 1.86068 -2.53518 7.41578 0.42
H 1.71130 -2.41568 4.95395 0.27
```

Entry 4:
This record from the OMol25 dataset describes a cluster of 2 separate species, C9H22BN2O2 in total. The level of theory is wB97M-V/def2-TZVPD.

Its HOMO energy is -12.4 eV. The frontier orbital gap is 10.06 eV. The charge is +1. The calculation puts the energy above the lowest of the compared OMol25 structures with the same formula, charge and spin at 43.0 kcal/mol.

Geometry as XYZ:
```
36
Properties=species:S:1:pos:R:3:nbo_charge:R:1
B 3.80039 -0.02827 0.11235 1.08
C -2.37827 -0.42177 -1.12804 -0.26
C -2.28676 -0.39906 1.16431 -0.26
C -1.07147 0.26350 -1.33928 -0.25
C -1.00094 0.27011 1.00721 -0.24
C 2.05059 -2.05202 0.09697 -0.66
C 1.39042 1.96899 0.08173 -0.68
C -4.45087 0.07097 0.15383 -0.43
C 2.48866 -0.71253 0.57685 -0.44
C 1.14765 0.55242 -0.41474 -0.01
N -2.98834 0.14941 0.03657 -0.45
N -0.18841 -0.04965 -0.25644 -0.41
O 4.36981 0.70182 1.09925 -0.88
O 4.20179 0.07954 -1.21798 -0.92
H -3.07916 -0.17278 -1.92330 0.25
H -2.40618 -1.50437 -1.13807 0.19
H -2.34204 -1.51552 0.94753 0.19
H -2.75556 -0.11789 2.10963 0.25
H -0.68068 -0.03650 -2.33677 0.24
H -1.40105 1.31113 -1.35031 0.25
H -1.26192 1.27713 0.71521 0.24
H -0.49026 0.16243 1.98733 0.25
H 1.97586 -2.25762 -0.94539 0.22
H 1.13997 -2.28052 0.55111 0.18
H 2.77614 -2.75138 0.52594 0.25
H 2.46608 2.26775 -0.22735 0.26
H 1.50352 1.85558 1.14096 0.23
H 0.54384 2.63544 0.00492 0.23
H -4.82538 0.28046 1.21490 0.22
H -4.91301 0.86188 -0.40466 0.22
H -4.82672 -0.99254 -0.09800 0.18
H 2.23248 -0.72696 1.70315 0.24
H 1.52915 0.39347 -1.44747 0.23
H -0.12343 -1.12918 -0.33758 0.45
H 4.81349 1.48830 0.88320 0.50
H 5.04058 0.55823 -1.54758 0.53
```